[1]
A structure of composition C21H26Cl4GeN4O2SSn, computed with the ωB97M-V functional and the def2-TZVPD basis.

Properties
HOMO (alpha / beta), Ha: -0.620 / -0.620
Molar mass, g mol⁻¹: 731.67
Gap between HOMO and LUMO (alpha / beta), eV: 8.100 / 4.366
Net charge: +3
Spin multiplicity: 2
Total energy, eV: -155501.6661
ΔE to the lowest compared entry with this formula, charge and spin, kcal/mol: 40.7
Max |F|, eV/Å: 4.65

Last column: Mulliken charge in e.
Geometry (Å):
Sn  -2.074  -0.322  0.185  0.827
Cl  -5.487  -5.217  0.860  -0.142
Ge  -3.726  -4.860  1.882  0.772
Cl  -2.589  -6.415  2.605  -0.130
Cl  -3.939  -3.360  3.332  -0.219
N  -0.035  -0.456  0.871  -0.510
S  0.548  0.212  2.349  0.108
C  1.829  1.291  1.750  0.550
C  3.047  0.876  1.257  -0.212
C  4.076  1.815  1.027  -0.686
C  3.880  3.144  1.234  -0.522
C  2.650  3.566  1.769  -0.659
C  1.667  2.662  2.037  -0.675
C  1.450  -1.079  3.036  0.842
C  2.340  -0.612  4.030  -0.440
C  3.184  -1.470  4.730  -0.676
C  3.154  -2.854  4.461  -0.460
C  2.239  -3.315  3.464  -0.692
C  1.439  -2.419  2.707  -0.071
H  0.694  -1.007  0.396  0.227
H  3.383  -0.101  1.155  0.569
H  4.994  1.375  0.696  0.455
H  4.654  3.888  1.084  0.482
H  2.587  4.586  2.056  0.500
H  0.817  2.991  2.570  0.548
H  2.490  0.402  4.340  0.370
H  4.001  -1.088  5.332  0.412
H  3.721  -3.549  5.063  0.438
H  2.414  -4.339  3.121  0.377
H  0.911  -2.840  1.822  0.138
C  -0.145  4.200  -2.202  -0.900
C  0.342  3.174  -1.116  -0.299
N  -0.161  1.826  -1.234  0.365
C  -0.974  1.368  -2.185  1.034
N  -1.462  0.167  -2.028  -0.321
C  -2.495  -0.182  -2.998  -0.581
C  -3.182  1.012  -3.618  -0.734
C  -2.119  1.778  -4.268  -0.733
N  -1.094  2.085  -3.275  0.032
C  -0.612  3.463  -3.441  -0.557
H  0.655  4.899  -2.446  0.397
H  -1.000  4.667  -1.846  0.404
H  0.049  3.515  -0.114  0.287
H  1.469  3.128  -1.095  0.268
H  0.008  1.111  -0.528  -0.214
H  -3.112  -1.029  -2.706  0.522
H  -1.726  -0.569  -3.776  0.350
H  -3.641  1.669  -2.943  0.353
H  -4.027  0.761  -4.357  0.395
H  -2.639  2.618  -4.707  0.440
H  -1.628  1.261  -5.107  0.297
H  -1.354  4.119  -3.965  0.409
H  0.221  3.302  -4.118  0.332
Cl  -1.785  -4.836  -3.020  -0.118
C  -2.170  -4.801  -1.331  -0.378
C  -2.252  -3.500  -0.541  0.621
O  -2.026  -2.371  -0.931  -0.476
O  -2.710  -3.722  0.680  -0.300
H  -1.548  -5.475  -0.716  0.360
H  -3.203  -5.141  -1.289  0.224


[2]
A cluster of 8 separate species, C21H26ClF7O23P2 in total, computed with the ωB97M-V functional and the def2-TZVPD basis.

Properties
HOMO, Ha: -0.306
Molar mass, g mol⁻¹: 876.80
Gap between HOMO and LUMO, eV: 8.548
SMILES string: O=C1OC[C@@H](F)O1.O=C1OC[C@@H](F)O1.O=C1OC[C@@H](F)O1.O=C1OC[C@@H](F)O1.O=C1OC[C@@H](F)O1.O=C1OC[C@@H](F)O1.O=C1OC[C@@H](F)O1.O[PH3]P(O)Cl
Spin multiplicity: 1
Total energy, eV: -119412.5805
Max |F|, eV/Å: 3.47

Last column: Mulliken charge in e.
Geometry (Å):
O  -1.882  -1.390  0.344  -0.502
P  -3.580  -1.396  -0.059  0.268
P  -5.690  -1.125  -0.561  0.204
O  -6.477  -2.588  -0.037  -0.467
Cl  -6.456  0.484  0.671  -0.239
H  -1.787  -2.134  1.036  0.265
H  -3.849  -0.929  1.281  0.079
H  -3.615  -2.832  -0.267  0.089
H  -3.261  -0.557  -1.199  -0.034
H  -6.031  -2.905  0.822  0.316
C  -0.764  2.260  -0.933  -0.320
C  -1.252  3.443  -1.696  0.427
O  -2.522  3.038  -2.155  -0.319
C  -2.970  2.151  -1.222  0.472
O  -4.131  1.792  -1.121  -0.437
O  -1.959  1.719  -0.408  -0.238
F  -0.467  3.681  -2.771  -0.316
H  -0.278  1.514  -1.572  0.196
H  -0.074  2.537  -0.132  0.383
H  -1.350  4.354  -1.097  0.183
C  0.067  6.084  -4.767  -0.103
C  -0.603  6.676  -5.960  0.339
O  0.222  7.771  -6.291  -0.289
C  1.469  7.414  -5.875  0.615
O  2.494  7.973  -6.228  -0.544
O  1.432  6.346  -5.020  -0.297
F  -1.829  7.148  -5.640  -0.284
H  -0.228  6.570  -3.831  0.190
H  -0.116  5.010  -4.678  0.087
H  -0.676  5.998  -6.817  0.300
C  3.759  -0.896  -2.104  0.169
C  2.286  -1.093  -2.215  0.145
O  1.763  0.193  -1.971  -0.223
C  2.727  1.056  -2.400  0.579
O  2.540  2.243  -2.608  -0.532
O  3.929  0.426  -2.575  -0.338
F  1.837  -1.925  -1.249  -0.148
H  4.119  -0.962  -1.071  -0.207
H  4.321  -1.606  -2.717  0.331
H  1.953  -1.446  -3.197  0.263
C  1.212  -4.499  0.509  -0.232
C  0.393  -5.115  1.592  0.328
O  -0.030  -6.337  1.030  -0.278
C  0.953  -6.682  0.152  0.586
O  1.085  -7.798  -0.323  -0.569
O  1.778  -5.627  -0.127  -0.294
F  -0.701  -4.366  1.855  -0.257
H  0.607  -3.940  -0.213  0.153
H  1.990  -3.838  0.901  0.218
H  0.945  -5.307  2.518  0.379
C  -2.333  -7.106  5.733  -0.471
C  -3.003  -6.514  4.540  0.323
O  -2.178  -5.419  4.209  -0.224
C  -0.931  -5.776  4.625  0.649
O  0.094  -5.217  4.272  -0.595
O  -0.968  -6.844  5.480  -0.303
F  -4.229  -6.042  4.860  -0.285
H  -2.628  -6.620  6.669  0.292
H  -2.516  -8.180  5.822  0.274
H  -3.076  -7.192  3.683  0.298
C  -3.523  4.524  1.630  -0.358
C  -3.735  5.115  2.982  0.256
O  -2.705  4.543  3.757  -0.298
C  -1.691  4.307  2.878  0.593
O  -0.540  4.075  3.208  -0.555
O  -2.119  4.369  1.580  -0.172
F  -4.922  4.724  3.498  -0.284
H  -4.001  3.545  1.516  0.214
H  -3.874  5.181  0.830  0.323
H  -3.656  6.206  3.013  0.278
C  7.881  -0.020  1.142  -0.481
C  7.495  -0.108  -0.295  0.287
O  6.294  -0.844  -0.269  -0.273
C  5.730  -0.560  0.939  0.661
O  4.564  -0.785  1.220  -0.532
O  6.628  0.017  1.795  -0.318
F  8.411  -0.812  -0.998  -0.284
H  8.443  -0.895  1.485  0.286
H  8.464  0.879  1.362  0.273
H  7.323  0.862  -0.774  0.330


[3]
The ion C21H26N with charge +1, computed with the ωB97M-V functional and the def2-TZVPD basis.

Properties
HOMO, Ha: -0.442
Molar mass, g mol⁻¹: 292.45
Gap between HOMO and LUMO, eV: 7.773
Net charge: +1
SMILES string: CCCCCCCC[n+]1cccc2c3ccccc3ccc21
Spin multiplicity: 1
Total energy, eV: -23684.1659
ΔE to the lowest compared entry with this formula, charge and spin, kcal/mol: 2.2
Max |F|, eV/Å: 1.09

Last column: Mulliken charge in e.
Geometry (Å):
C  -6.277  -0.504  -1.981  -1.216
C  -5.536  -1.043  -0.764  -0.559
C  -4.203  -0.336  -0.504  -0.230
C  -4.383  1.096  -0.005  -0.616
C  -3.076  1.876  0.151  -0.949
C  -2.130  1.312  1.221  -0.754
C  -1.015  0.453  0.623  0.127
H  -0.408  1.065  -0.047  0.421
H  -1.445  -0.358  0.033  0.212
C  -0.135  -0.141  1.731  -1.748
N  0.988  -0.882  1.176  0.405
C  0.853  -2.201  1.049  0.049
C  1.846  -2.986  0.502  -0.944
C  3.016  -2.388  0.079  -0.547
C  3.186  -1.004  0.193  0.882
C  2.117  -0.240  0.750  1.469
C  2.246  1.166  0.849  -0.765
C  3.380  1.788  0.429  -1.507
C  4.475  1.073  -0.116  0.850
C  5.635  1.747  -0.532  -0.709
C  6.696  1.052  -1.054  -0.658
C  6.621  -0.337  -1.173  -0.737
C  5.495  -1.019  -0.775  -0.941
C  4.391  -0.337  -0.238  0.841
H  5.481  -2.091  -0.882  0.306
H  7.457  -0.883  -1.581  0.422
H  7.586  1.571  -1.372  0.415
H  5.676  2.821  -0.431  0.421
H  3.460  2.862  0.509  0.437
H  1.447  1.765  1.250  0.339
H  3.795  -3.002  -0.342  0.398
H  1.700  -4.050  0.416  0.458
H  -0.071  -2.637  1.398  0.350
H  0.232  0.644  2.394  0.351
H  -0.733  -0.826  2.335  0.378
H  -2.704  0.722  1.937  0.381
H  -1.671  2.136  1.772  0.462
H  -2.560  1.914  -0.811  0.408
H  -3.335  2.902  0.419  0.361
H  -4.907  1.079  0.952  0.274
H  -5.009  1.640  -0.712  0.338
H  -3.654  -0.913  0.245  0.165
H  -3.617  -0.330  -1.427  0.302
H  -5.340  -2.107  -0.918  0.330
H  -6.170  -0.949  0.120  0.320
H  -6.578  0.530  -1.836  0.324
H  -7.174  -1.091  -2.162  0.373
H  -5.649  -0.559  -2.868  0.306